Entry 1:
{"formula": "C8H11N3", "method": "the ωB97M-V functional and the def2-TZVPD basis", "de_lowest_ev": 0.726, "homo_lumo_gap_ev": 8.9746, "e_homo_ha": -0.296, "spin_multiplicity": 1, "symbols": ["C", "N", "N", "N", "C", "C", "C", "C", "C", "C", "C", "H", "H", "H", "H", "H", "H", "H", "H", "H", "H", "H"], "coordinates": [[-4.086, 0.378, -0.347], [-3.198, 1.468, -0.076], [-1.876, 1.314, -0.037], [-1.519, 0.107, -0.035], [-0.118, -0.083, 0.000], [0.320, -1.386, -0.254], [1.678, -1.688, -0.224], [2.607, -0.703, 0.122], [4.080, -1.019, 0.288], [2.132, 0.592, 0.358], [0.794, 0.905, 0.296], [-3.790, -0.169, -1.265], [-4.117, -0.351, 0.473], [-5.105, 0.757, -0.465], [-3.468, 2.402, -0.359], [-0.462, -2.129, -0.452], [1.993, -2.711, -0.412], [4.672, -0.182, -0.077], [4.374, -1.921, -0.266], [4.337, -1.200, 1.344], [2.830, 1.381, 0.617], [0.437, 1.928, 0.460]]}

---

Entry 2:
{"formula": "C3H3N5", "method": "the ωB97M-V functional and the def2-TZVPD basis", "de_lowest_ev": 0.528, "homo_lumo_gap_ev": 11.0058, "e_homo_ha": -0.390, "spin_multiplicity": 1, "symbols": ["H", "N", "C", "N", "N", "C", "N", "C", "N", "H", "H"], "coordinates": [[2.226, -0.616, -0.098], [1.602, -0.734, 0.686], [0.439, -0.319, 0.609], [-0.507, -0.372, 1.546], [-0.070, 0.466, -0.697], [-1.329, 0.872, -0.707], [-2.422, 1.211, -0.638], [0.545, 0.150, -1.828], [1.120, -0.134, -2.777], [-0.215, -0.620, 2.477], [-1.389, 0.097, 1.429]]}

---

Entry 3:
{"formula": "C42H38FN5O7SW", "method": "the ωB97M-V functional and the def2-TZVPD basis", "de_lowest_ev": 5.316, "homo_lumo_gap_ev": 5.6393, "e_homo_ha": -0.482, "total_charge": 2, "spin_multiplicity": 1, "symbols": ["W", "O", "C", "O", "C", "C", "C", "C", "C", "N", "C", "O", "O", "H", "H", "H", "C", "C", "C", "C", "C", "C", "C", "C", "N", "C", "C", "C", "C", "N", "C", "C", "C", "C", "C", "C", "C", "C", "H", "H", "H", "H", "H", "H", "H", "H", "H", "H", "H", "H", "H", "H", "H", "H", "H", "H", "H", "H", "H", "H", "H", "H", "C", "C", "C", "C", "C", "C", "C", "F", "C", "C", "C", "O", "C", "C", "N", "C", "C", "O", "O", "H", "H", "H", "H", "H", "H", "H", "H", "H", "H", "H", "S", "C", "N"], "coordinates": [[-1.504, 0.824, -0.005], [-5.006, 2.869, 0.508], [-3.849, 2.641, 0.408], [-3.336, 1.432, 0.064], [-2.722, 3.591, 0.635], [-2.806, 4.906, 1.033], [-1.618, 5.602, 1.232], [-0.400, 4.965, 1.026], [-0.423, 3.651, 0.615], [-1.558, 2.993, 0.428], [0.742, 2.786, 0.288], [1.885, 3.112, 0.348], [0.316, 1.579, -0.144], [-3.777, 5.355, 1.188], [-1.642, 6.634, 1.555], [0.549, 5.463, 1.176], [2.596, 0.059, -0.332], [1.752, -1.173, 0.015], [3.194, -2.438, 1.513], [0.676, -2.725, 1.674], [0.202, -3.490, 0.446], [-0.041, -2.885, -0.721], [-0.593, -3.529, -1.951], [0.306, -1.407, -0.667], [-0.296, -0.396, -1.519], [-0.131, -0.084, -2.728], [0.783, -0.763, -3.680], [-0.972, 1.097, -3.114], [-0.987, 1.520, -4.539], [-1.636, 1.654, -2.162], [-2.391, 2.854, -2.471], [-3.780, 2.758, -2.607], [-4.489, 1.432, -2.665], [-4.488, 3.944, -2.775], [-3.837, 5.163, -2.835], [-2.455, 5.222, -2.769], [-1.699, 4.068, -2.601], [-0.195, 4.155, -2.663], [2.720, 0.713, 0.528], [2.172, 0.660, -1.129], [3.584, -0.267, -0.650], [3.831, -1.638, 1.882], [-0.102, -2.843, 2.434], [-0.033, -4.541, 0.572], [-0.866, -4.562, -1.743], [0.133, -3.539, -2.769], [-1.488, -3.007, -2.303], [1.394, -1.504, -3.168], [1.440, -0.033, -4.156], [0.214, -1.255, -4.471], [0.023, 1.775, -4.867], [-1.644, 2.366, -4.706], [-1.318, 0.681, -5.158], [-4.054, 0.694, -1.998], [-4.452, 1.033, -3.683], [-5.538, 1.551, -2.399], [-5.566, 3.901, -2.868], [-4.409, 6.073, -2.963], [-1.947, 6.174, -2.869], [0.171, 5.033, -2.132], [0.128, 4.264, -3.702], [0.310, 3.282, -2.261], [1.826, -3.955, 5.326], [2.613, -2.748, 4.833], [4.056, -3.062, 4.449], [4.129, -4.085, 3.321], [3.225, -3.803, 2.128], [3.254, -4.929, 1.144], [3.229, -4.673, -0.160], [3.406, -5.641, -1.064], [2.810, -3.386, -0.703], [2.686, -2.351, 0.120], [0.791, -1.228, 1.321], [-0.361, -0.954, 0.534], [0.809, -0.393, 2.541], [1.398, -0.962, 3.659], [1.965, -2.160, 3.646], [2.030, -2.880, 2.382], [-0.048, 0.755, 2.720], [-0.017, 1.626, 3.518], [-1.262, 0.791, 1.816], [2.348, -4.427, 6.158], [1.706, -4.700, 4.537], [0.836, -3.657, 5.670], [2.609, -1.970, 5.597], [4.585, -3.452, 5.319], [4.557, -2.132, 4.169], [3.857, -5.070, 3.708], [5.155, -4.174, 2.960], [3.469, -5.930, 1.500], [2.377, -3.408, -1.698], [1.367, -0.447, 4.613], [-4.496, -2.684, -0.013], [-3.418, -1.592, -0.242], [-2.563, -0.766, -0.433]]}

---

Entry 4:
{"formula": "C5H13N2", "method": "the ωB97M-V functional and the def2-TZVPD basis", "de_lowest_ev": 2.670, "homo_lumo_gap_ev": 9.9993, "e_homo_ha": -0.517, "total_charge": 1, "spin_multiplicity": 1, "symbols": ["C", "C", "C", "C", "N", "C", "N", "H", "H", "H", "H", "H", "H", "H", "H", "H", "H", "H", "H", "H"], "coordinates": [[-1.832, 1.629, 1.560], [-1.568, 0.804, 0.256], [-0.796, -0.619, 0.257], [0.594, -0.705, 0.633], [1.428, 0.113, -0.357], [1.864, -0.398, -1.523], [2.326, -1.593, -1.778], [-1.030, 1.514, 2.242], [-1.867, 2.699, 1.160], [-2.804, 1.470, 1.982], [-2.694, 0.566, 0.041], [-1.403, 1.400, -0.692], [-1.461, -1.261, 1.078], [-1.004, -1.147, -0.706], [0.916, -1.786, 0.653], [0.740, -0.161, 1.641], [1.390, 1.122, -0.133], [1.836, 0.245, -2.446], [2.827, -2.188, -1.088], [2.537, -1.704, -2.781]]}

---

Entry 5:
{"formula": "C27H28N2NiSi", "method": "the ωB97M-V functional and the def2-TZVPD basis", "homo_lumo_gap_ev": [5.4407, 6.2901], "e_homo_ha": [-0.211, -0.242], "spin_multiplicity": 3, "symbols": ["C", "C", "C", "H", "C", "C", "H", "H", "H", "H", "Ni", "C", "H", "H", "H", "Si", "C", "C", "H", "C", "H", "C", "H", "C", "H", "C", "H", "C", "C", "H", "C", "H", "C", "H", "C", "H", "C", "H", "H", "H", "N", "C", "C", "C", "C", "C", "C", "C", "C", "N", "C", "H", "H", "H", "H", "H", "H", "H", "H"], "coordinates": [[0.903, 0.474, 1.243], [1.604, -0.728, 0.911], [2.322, -0.497, -0.302], [1.636, -1.631, 1.517], [2.111, 0.859, -0.688], [1.216, 1.454, 0.254], [0.925, 2.498, 0.283], [0.337, 0.652, 2.151], [3.006, -1.190, -0.781], [2.596, 1.378, -1.515], [0.327, -0.196, -0.638], [-0.188, -1.523, -2.057], [0.701, -1.189, -2.627], [-1.127, -1.378, -2.596], [-0.237, -2.319, -1.282], [1.516, -3.458, -2.565], [1.369, -5.278, -2.195], [2.193, -5.820, -1.191], [2.854, -5.167, -0.618], [2.180, -7.195, -0.940], [2.833, -7.611, -0.169], [1.343, -8.042, -1.677], [1.344, -9.117, -1.483], [0.512, -7.499, -2.662], [-0.143, -8.154, -3.236], [0.520, -6.121, -2.923], [-0.123, -5.704, -3.704], [2.773, -3.204, -3.913], [3.552, -4.279, -4.381], [3.269, -5.308, -4.145], [4.711, -4.033, -5.125], [5.335, -4.865, -5.442], [5.079, -2.723, -5.449], [6.015, -2.527, -5.982], [4.237, -1.663, -5.091], [4.495, -0.645, -5.379], [3.073, -1.900, -4.356], [2.405, -1.072, -4.106], [2.124, -2.940, -1.334], [0.135, -3.001, -3.128], [-1.749, -1.434, 1.146], [-2.591, -0.375, 1.135], [-3.591, -0.288, 2.123], [-4.536, 0.737, 2.077], [-4.510, 1.689, 1.066], [-3.502, 1.662, 0.064], [-3.459, 2.609, -0.985], [-2.419, 2.550, -1.899], [-1.419, 1.586, -1.756], [-1.445, 0.642, -0.781], [-2.495, 0.647, 0.119], [-1.830, -2.130, 1.875], [-1.100, -1.613, 0.374], [-3.619, -1.048, 2.909], [-5.308, 0.778, 2.847], [-5.266, 2.481, 1.021], [-4.243, 3.363, -1.051], [-2.343, 3.247, -2.730], [-0.555, 1.551, -2.424]]}